# 1
The molecule C2H5IN4 at a distorted geometry, computed with ωB97M-V/def2-TZVPD.

```
12
Properties=species:S:1:pos:R:3:forces:R:3
C -0.538475 0.518992 0.579125 0.59 -0.69 0.93
C 0.322360 -1.482186 -0.198383 0.63 1.59 -1.13
N -0.513974 1.797247 1.094096 -2.11 -0.93 1.17
N 0.391002 3.863532 1.338573 -1.31 -4.03 -0.39
N 0.370863 -0.028031 -0.072413 0.04 0.09 0.40
N 0.253720 2.654237 0.795201 2.88 5.51 -1.10
I 1.523865 2.446411 -1.176532 -0.21 0.46 0.55
H -1.285174 -0.046724 1.071720 -1.33 -0.50 0.16
H -0.642162 -1.923204 -0.250092 -1.28 -0.08 -0.69
H 0.680555 -1.900558 0.712171 1.29 -0.42 0.43
H 0.920916 -1.570986 -1.108565 -0.04 -1.41 0.40
H 1.047380 4.357449 0.784563 0.84 0.40 -0.75
```
Positions in Å, forces in eV/Å.

Calculated values
Strongest force on any atom (eV Å⁻¹): 6.32
Kohn-Sham gap (spin up / spin down) (hartree): 0.27199 / 0.27201
Relative energy (zero: lowest compared OMol25 entry of this formula, charge and spin) (kcal per mole): 36.0


# 2
A structure of composition C2H5INO at a distorted geometry, computed with ωB97M-V/def2-TZVPD.

```
10
Properties=species:S:1:pos:R:3:forces:R:3
I 3.415377 0.240640 -1.300395 2.48 0.30 -1.44
O 0.160758 1.644462 0.215579 -0.63 2.88 0.01
C -0.071328 0.469296 0.160547 -2.58 -0.53 0.28
N 0.915553 -0.349698 0.058461 0.29 -2.81 0.70
C -1.494518 -0.094777 0.229865 -0.06 -0.05 0.09
H 1.752890 0.121899 -0.252275 0.49 -0.22 0.46
H 0.914275 -1.357107 0.130784 -0.28 0.35 -0.30
H -1.515391 -1.178738 0.117191 0.06 -0.07 0.25
H -2.155834 0.293431 -0.544769 0.29 0.31 -0.10
H -1.921780 0.210592 1.185012 -0.06 -0.16 0.06
```
Positions in Å, forces in eV/Å.

Calculated values
Strongest force on any atom (eV Å⁻¹): 2.94
Net charge: -1
Kohn-Sham gap (hartree): 0.26548
Relative energy (zero: lowest compared OMol25 entry of this formula, charge and spin) (kcal per mole): 30.6


# 3
A cluster of 2 separate species, C2H5IO2 in total at a distorted geometry, computed with ωB97M-V/def2-TZVPD.

```
10
Properties=species:S:1:pos:R:3:forces:R:3
C -0.393291 0.404024 0.534879 0.03 0.34 0.04
C 0.490277 -0.559590 -0.175761 -0.53 -0.29 0.02
O 1.629993 -0.332203 -0.529715 0.27 -0.05 0.36
O -0.734045 0.098110 -2.397297 -0.41 -0.29 0.28
I 0.758103 0.755787 -3.231901 0.05 0.47 -1.03
H -1.058158 0.832954 -0.217905 -0.01 -0.04 0.01
H 0.180665 1.204753 0.995133 0.06 0.00 0.05
H -1.015491 -0.103017 1.266935 0.00 -0.08 0.12
H 0.043621 -1.551348 -0.352726 0.11 -0.02 -0.09
H 1.821403 0.381477 -2.066979 0.43 -0.03 0.24
```
Positions in Å, forces in eV/Å.

Calculated values
Strongest force on any atom (eV Å⁻¹): 1.13
Kohn-Sham gap (hartree): 0.32968
Relative energy (zero: lowest compared OMol25 entry of this formula, charge and spin) (kcal per mole): 89.0


# 4
A cluster of 2 separate species, C2H5IO3 in total at a distorted geometry, computed with ωB97M-V/def2-TZVPD.

```
11
Properties=species:S:1:pos:R:3:forces:R:3
C -0.346855 -0.518323 -1.605406 -1.49 -2.15 -0.03
C -0.123770 0.335518 1.119198 -0.06 2.01 -1.62
O 0.981912 -0.390360 -1.765777 0.02 0.64 -1.19
O -0.135460 -0.762364 1.828963 -1.84 0.02 2.18
O -0.823942 1.485113 1.550560 0.17 -3.27 0.70
I 1.890006 1.062278 0.554109 0.72 0.17 0.67
H -0.708400 -1.620600 -1.446576 0.46 2.23 -0.16
H -1.000538 0.123685 -2.287098 1.24 -0.75 1.12
H 1.544534 -1.117728 -1.482806 -0.54 -0.19 0.25
H -0.795894 -0.712376 2.598244 1.25 0.08 -1.29
H -0.481594 2.115159 0.936589 0.06 1.20 -0.63
```
Positions in Å, forces in eV/Å.

Calculated values
Strongest force on any atom (eV Å⁻¹): 3.35
Kohn-Sham gap (spin up / spin down) (hartree): 0.27450 / 0.29156
Relative energy (zero: lowest compared OMol25 entry of this formula, charge and spin) (kcal per mole): 85.2